1.
Here is a molecular structure, C16H20LiN2O4S from the OMol25 dataset. Energies are from wB97M-V/def2-TZVPD.

Positions of all 44 atoms, in Å:
Li: -2.120 -1.305 -0.984
C: 0.696 4.510 -0.100
C: 1.079 3.222 0.581
C: 1.285 3.179 1.957
C: 1.580 1.982 2.593
C: 1.687 0.823 1.838
C: 1.497 0.845 0.463
C: 1.195 2.045 -0.155
S: 1.985 -0.715 2.662
O: 3.015 -1.419 1.954
O: 2.137 -0.444 4.067
N: 0.588 -1.569 2.473
C: -0.585 -1.020 3.187
C: -1.856 -1.633 2.626
C: -2.131 -1.257 1.168
O: -1.232 -0.623 0.544
O: -3.201 -1.648 0.640
H: 1.060 5.373 0.459
H: -0.391 4.591 -0.175
H: 1.097 4.552 -1.113
H: 1.208 4.089 2.542
H: 1.731 1.931 3.663
H: 1.569 -0.061 -0.129
H: 1.025 2.046 -1.225
H: 0.376 -1.586 1.470
H: -0.630 0.071 3.091
H: -0.478 -1.265 4.242
H: -2.716 -1.329 3.224
H: -1.798 -2.724 2.673
C: -0.611 -3.728 -1.944
C: -0.337 -2.393 -2.578
C: 0.833 -1.932 -3.156
C: 0.554 -0.614 -3.609
C: -0.767 -0.363 -3.280
C: -1.581 0.874 -3.531
N: -1.329 -1.448 -2.666
H: 0.232 -4.403 -2.097
H: -1.504 -4.185 -2.380
H: -0.781 -3.652 -0.863
H: 1.770 -2.466 -3.234
H: 1.236 0.062 -4.108
H: -0.986 1.631 -4.047
H: -1.946 1.308 -2.594
H: -2.454 0.647 -4.150

## Properties
Molar mass (g mol⁻¹): 343.35
Highest occupied orbital energy (eV): -3.71
Net charge: -1
Relative energy (zero: lowest compared OMol25 entry of this formula, charge and spin) (kcal per mole): 1.1

Here are the natural (NBO) charges for atoms 1 to 2, given in e:
1. Li 0.88
2. C -0.63


2.
Here is a single C6H10N2 molecule at a distorted geometry from the OMol25 dataset. Energies are from wB97M-V/def2-TZVPD.

Positions of all 18 atoms, in Å:
C: 1.875 -1.339 -0.538
C: 1.643 -0.295 0.245
C: 0.707 0.813 -0.119
N: -0.074 1.469 0.886
C: -0.784 0.561 -0.107
C: -1.650 1.290 -1.107
N: -1.260 -0.707 0.201
C: -0.785 -1.431 1.120
H: 1.340 -1.476 -1.462
H: 2.596 -2.096 -0.280
H: 2.186 -0.163 1.175
H: 1.065 1.475 -0.899
H: 0.000 1.040 1.806
H: -1.275 2.311 -1.232
H: -1.634 0.768 -2.071
H: -2.681 1.334 -0.739
H: -1.136 -2.450 1.185
H: -0.133 -1.103 1.936

## Properties
Molar mass (g mol⁻¹): 110.16
Highest occupied orbital energy (eV): -9.10
Net charge: 0
Structure (SMILES): C=C[C@@H]1N[C@]1(C)N=C
Relative energy (zero: lowest compared OMol25 entry of this formula, charge and spin) (kcal per mole): 60.9

Here are the natural (NBO) charges for atoms 1 to 2, given in e:
1. C -0.36
2. C -0.21


3.
Here is a molecular structure, C34H28N9O10Ti at a distorted geometry from the OMol25 dataset. Energies are from wB97M-V/def2-TZVPD.

Positions of all 82 atoms, in Å:
Ti: 0.088 -0.424 -0.465
O: -6.726 0.084 0.761
C: -6.314 -0.272 -0.366
O: -6.856 -0.492 -1.476
C: -4.807 -0.455 -0.422
C: -4.145 -0.437 -1.620
C: -2.761 -0.450 -1.585
N: -2.078 -0.543 -0.429
C: -2.770 -0.756 0.739
C: -4.148 -0.655 0.765
C: -1.884 -1.237 1.854
C: -2.316 -1.525 3.152
C: -1.402 -1.975 4.067
C: -0.083 -2.124 3.670
C: 0.273 -1.791 2.392
N: -0.599 -1.384 1.483
C: -1.905 -0.425 -2.782
C: -2.384 -0.356 -4.088
C: -1.426 -0.310 -5.114
C: -0.089 -0.278 -4.819
C: 0.301 -0.389 -3.484
N: -0.589 -0.389 -2.484
H: -4.727 -0.341 -2.525
H: -4.701 -0.781 1.691
H: -3.382 -1.430 3.347
H: -1.702 -2.186 5.097
H: 0.665 -2.443 4.320
H: 1.299 -1.858 2.105
H: -3.426 -0.469 -4.252
H: -1.738 -0.367 -6.157
H: 0.685 -0.289 -5.608
H: 1.340 -0.445 -3.187
O: 4.026 -0.906 -0.128
C: 2.933 -1.297 -0.510
O: 2.001 -0.459 -0.889
C: 2.546 -2.717 -0.490
C: 3.593 -3.636 -0.311
C: 3.335 -4.969 -0.302
C: 2.019 -5.499 -0.461
C: 1.035 -4.575 -0.670
C: 1.210 -3.151 -0.720
O: 0.235 -2.377 -0.976
N: -0.402 -5.001 -0.742
O: -0.676 -5.746 -1.660
O: -1.195 -4.640 0.115
N: 4.480 -5.925 -0.116
O: 4.271 -7.128 -0.178
O: 5.552 -5.435 0.096
H: 4.579 -3.203 -0.140
H: 1.782 -6.563 -0.420
N: 0.835 7.343 -1.354
C: 0.788 6.195 -1.491
C: 0.707 4.780 -1.569
C: 1.886 4.014 -1.285
C: 1.693 2.649 -1.197
N: 0.521 1.980 -1.335
C: -0.514 2.740 -1.654
C: -0.509 4.132 -1.786
H: 2.772 4.537 -1.071
H: 2.559 2.012 -1.057
H: -1.468 2.267 -1.909
H: -1.383 4.732 -1.946
C: 3.125 1.261 1.768
N: 2.032 2.131 2.168
C: 2.179 2.828 3.422
C: 0.784 1.951 1.622
O: 0.476 0.861 1.085
N: -0.133 2.943 1.629
C: -1.548 2.637 1.439
C: 0.196 4.335 1.919
H: 3.993 1.888 1.662
H: 2.866 0.787 0.840
H: 3.292 0.488 2.586
H: 2.701 2.166 4.111
H: 1.247 3.146 3.869
H: 2.829 3.723 3.293
H: -1.740 1.981 0.600
H: -2.097 3.563 1.303
H: -1.937 2.193 2.347
H: 1.256 4.528 1.773
H: -0.071 4.629 2.922
H: -0.352 4.996 1.217

## Properties
2S+1: 2
Molar mass (g mol⁻¹): 770.52
Highest occupied orbital energy (alpha / beta) (eV): -8.10 / -8.10
Net charge: 0
Relative energy (zero: lowest compared OMol25 entry of this formula, charge and spin) (kcal per mole): 0.8

Here are the Löwdin charges for atoms 1 to 2, given in e:
1. Ti 1.10
2. O -0.03


4.
Here is 2 unconnected molecules or ions with the total composition C4H8NO3 at a distorted geometry from the OMol25 dataset. Energies are from wB97M-V/def2-TZVPD.

Positions of all 16 atoms, in Å:
C: -1.240 -0.701 2.157
C: 0.229 -1.084 2.474
O: 0.431 -2.316 2.600
O: 1.051 -0.149 2.542
H: -1.841 -1.032 2.948
H: -1.551 -1.098 1.193
H: -1.366 0.388 2.197
C: 0.180 1.162 -0.861
C: 0.530 0.955 -2.308
O: 0.454 1.860 -3.127
N: 0.826 -0.320 -2.701
H: 1.066 -0.351 -3.677
H: 0.969 -1.000 -1.978
H: 0.434 0.346 -0.178
H: -0.887 1.326 -0.840
H: 0.715 2.013 -0.440

## Properties
Molar mass (g mol⁻¹): 118.11
Highest occupied orbital energy (eV): -4.07
Net charge: -1
Relative energy (zero: lowest compared OMol25 entry of this formula, charge and spin) (kcal per mole): 19.6

Here are the natural (NBO) charges for atoms 1 to 2, given in e:
1. C -0.74
2. C 0.76


5.
Here is 2 unconnected molecules or ions with the total composition C5H12ClFNO3P at a distorted geometry from the OMol25 dataset. Energies are from wB97M-V/def2-TZVPD.

Positions of all 24 atoms, in Å:
O: 3.957 1.932 -1.051
C: 3.582 1.052 -0.345
O: 3.225 -0.141 -0.841
C: 2.519 -0.981 0.073
C: 1.076 -0.554 0.229
C: 0.212 -0.828 -1.001
C: -1.271 -0.671 -0.651
N: -1.638 0.731 -0.320
P: -3.454 1.015 0.293
O: -3.359 0.184 1.593
Cl: -4.638 -0.155 -0.939
H: 3.516 1.169 0.744
H: 2.602 -2.024 -0.210
H: 2.999 -0.888 1.048
H: 0.636 -1.089 1.071
H: 1.046 0.507 0.480
H: 0.357 -1.842 -1.360
H: 0.410 -0.117 -1.801
H: -1.904 -1.021 -1.458
H: -1.465 -1.307 0.208
H: -1.456 1.316 -1.133
H: -1.067 1.094 0.444
H: -2.604 0.465 2.149
F: -3.280 2.152 2.778

## Properties
Molar mass (g mol⁻¹): 219.58
Highest occupied orbital energy (eV): -8.27
Net charge: 0

Here are the natural (NBO) charges for atoms 1 to 2, given in e:
1. O -0.53
2. C 0.63


6.
Here is 2 unconnected molecules or ions with the total composition C3H10NO2 at a distorted geometry from the OMol25 dataset. Energies are from wB97M-V/def2-TZVPD.

Positions of all 16 atoms, in Å:
C: 1.981 0.743 -0.151
C: -1.617 -0.264 0.397
C: -0.313 -0.957 0.329
N: -1.845 0.417 -0.890
O: 0.145 -1.204 -0.828
O: 1.142 0.314 0.927
H: 2.517 -0.136 -0.459
H: 2.842 1.505 0.258
H: 1.588 1.291 -1.125
H: -1.641 0.484 1.198
H: -2.330 -1.120 0.743
H: -0.051 -1.530 1.250
H: 1.110 1.084 1.538
H: -2.353 1.322 -0.832
H: -2.228 -0.171 -1.591
H: 1.051 -1.778 -0.766

## Properties
Molar mass (g mol⁻¹): 92.12
Highest occupied orbital energy (eV): -13.87
Net charge: +1
Relative energy (zero: lowest compared OMol25 entry of this formula, charge and spin) (kcal per mole): 79.0

Here are the natural (NBO) charges for atoms 1 to 2, given in e:
1. C -0.30
2. C -0.34